C13H11FIO2PS | ωB97M-V/def2-TZVPD

Positions of all 30 atoms, in Å:
C 4.26111 -0.79055 0.03493
C 2.95820 0.00062 -0.45450
F 3.24767 1.17039 -1.24356
C 1.87951 -0.95162 -1.22595
C 0.41495 -0.51835 -0.67861
C -0.38527 0.53930 -1.48680
C -1.75782 0.98415 -0.94889
C -2.29000 0.34354 0.38767
C -1.48929 -0.70917 1.18628
I -2.20991 -1.57184 3.06949
C -0.08225 -1.17127 0.65537
P 0.97370 -2.42728 1.58598
S 0.04191 -4.15793 1.49800
C -3.71902 0.88388 0.90577
O -4.57861 0.16336 1.45812
C -3.97704 2.44901 0.60610
C -3.48894 3.03692 -0.60348
C -2.68779 2.10268 -1.64590
O -2.80828 2.21249 -2.89012
H 5.00060 0.00609 0.42950
H 4.06862 -1.49234 0.92353
H 4.82093 -1.32864 -0.81821
H 2.41058 0.36235 0.48769
H 1.97115 -0.66418 -2.33333
H 2.06755 -2.05733 -1.02635
H 0.03612 0.98244 -2.44531
H 1.23078 -2.03871 2.96167
H 2.28021 -2.61304 0.99281
H -4.52486 3.10722 1.37274
H -3.66450 4.14784 -0.75465

Properties
* LUMO energy: -0.05931 Eh
* SMILES: C[C@@H](F)Cc1cc2c(c(I)c1[PH2]=S)C(=O)C=CC2=O
* HOMO level: -0.316 Ha

These are the natural (NBO) partial charges, in e, on atoms 1 to 5:
1 C -0.671
2 C 0.221
3 F -0.374
4 C -0.489
5 C 0.058

***

C8H16N4O2 | ωB97M-V/def2-TZVPD

Positions of all 30 atoms, in Å:
C 2.67544 -3.77739 -0.80840
C 3.00120 -2.31015 -0.62850
O 2.01311 -1.73361 0.29815
C 1.33400 -0.71027 -0.28538
O 1.41904 -0.23213 -1.37491
C 0.23827 -0.21841 0.59911
N 0.19273 -0.64764 1.88501
N -0.64695 0.61261 0.04349
C -0.14812 1.81852 -0.83210
C -0.78179 3.05927 -0.27949
N -2.21788 3.06572 -0.30983
C -2.82159 1.77288 -0.03555
C -1.95208 0.71346 0.42847
N -2.59598 -0.35001 0.97992
H 1.62450 -3.88446 -0.94273
H 3.14683 -3.76773 -1.76136
H 3.17403 -4.32495 -0.07968
H 2.79822 -1.82439 -1.51070
H 3.98041 -2.23747 -0.22279
H 0.98718 -1.18916 2.28170
H -0.28703 -0.08517 2.62984
H -0.26748 1.49392 -1.90217
H 0.93237 1.83966 -0.58628
H -0.52802 3.15973 0.81541
H -0.36442 3.83951 -0.76453
H -2.51489 4.02121 0.08366
H -3.24358 1.43153 -0.91975
H -3.60875 2.02016 0.65848
H -3.46100 -0.33726 1.38736
H -2.07777 -1.21799 1.15358

Properties
* LUMO energy: -0.37059 Eh
* SMILES: CCOC(=O)C(=[NH2+])N1CCNCC1=[NH2+]
* HOMO level: -0.595 Ha
* net charge: +2

These are the natural (NBO) partial charges, in e, on atoms 1 to 5:
1 C -0.611
2 C -0.071
3 O -0.478
4 C 0.697
5 O -0.480

***

C12H47O12 | ωB97M-V/def2-TZVPD

Positions of all 71 atoms, in Å:
C 0.22960 -0.21228 -0.21018
O -0.87892 0.30377 0.46836
H 0.98071 0.58809 -0.28079
H 0.71170 -1.05497 0.31813
H -0.02213 -0.54455 -1.23037
C 0.81257 -1.43275 3.28937
O -0.54219 -1.23566 2.98816
H 1.25736 -2.31411 2.81506
H 1.42679 -0.60086 2.92580
H 1.01832 -1.47672 4.35967
H -0.64581 -0.87665 2.08030
C -0.67209 -4.41149 1.08952
O -0.69483 -5.61173 0.29924
H -1.67890 -3.99862 1.07561
H -0.50638 -4.59127 2.15598
H 0.10844 -3.74099 0.73039
H 0.20463 -5.94635 0.25727
C 0.47480 2.55709 -3.05003
O -0.01182 3.18784 -1.89368
H -0.02446 1.60348 -3.21039
H 0.23387 3.16660 -3.92973
H 1.55829 2.41040 -3.02907
H 0.36809 4.06409 -1.80884
C 2.81287 2.59213 0.93237
O 1.64092 3.36751 0.79837
H 2.72434 1.58055 0.54124
H 3.69433 3.00901 0.43358
H 3.01568 2.50648 2.00494
H 1.86476 4.27050 1.03544
C -3.50001 -1.36755 -0.99266
O -3.27837 -1.10176 0.36577
H -3.63944 -0.44758 -1.56783
H -2.58622 -1.84586 -1.35430
H -4.36974 -1.99783 -1.18062
H -2.39223 -0.66141 0.43117
C 4.07972 0.94249 -2.15604
O 4.54002 1.54522 -3.37670
H 3.20528 1.51547 -1.84235
H 3.89486 -0.11240 -2.34920
H 4.79168 1.06334 -1.34156
H 4.07918 1.14975 -4.11822
C -2.89830 1.84471 -2.74847
O -3.37780 2.42640 -1.55733
H -2.39708 2.60912 -3.35544
H -2.15877 1.07259 -2.54705
H -3.68283 1.46845 -3.41480
H -4.09071 3.00777 -1.83607
C -0.41135 -3.43330 -2.42279
O 0.37935 -3.01890 -3.51351
H -0.58692 -2.69652 -1.63223
H -1.40199 -3.79256 -2.71324
H 0.05427 -4.21212 -1.81769
H -0.11024 -2.30756 -3.93561
C -5.02244 1.62466 1.74274
O -3.68433 1.44234 1.40355
H -5.67522 1.43224 0.88090
H -5.31296 0.95183 2.55913
H -5.17586 2.65849 2.05910
H -3.61008 0.52861 1.07891
C -0.42442 1.79347 4.72593
O -0.97251 1.52169 3.46224
H -0.63176 2.80463 5.08427
H -0.93497 1.14636 5.44971
H 0.66256 1.67922 4.80388
H -0.92397 0.55874 3.32836
C 4.32557 -1.14911 0.45357
O 5.48485 -1.52784 -0.23502
H 4.38712 -0.05885 0.56198
H 3.39781 -1.28391 -0.10134
H 4.27433 -1.61856 1.43859
H 6.23335 -1.31251 0.32455

Properties
* LUMO energy: 0.09141 Eh
* HOMO level: -0.137 Ha
* net charge: -1

These are the Mulliken partial charges, in e, on atoms 1 to 5:
1 C 0.687
2 O -1.035
3 H -0.314
4 H -0.290
5 H -0.091

***

C3H7NO | ωB97M-V/def2-TZVPD

Positions of all 12 atoms, in Å:
C -0.78143 -0.50798 -0.13353
N -1.49474 0.21116 0.87309
C 2.45678 0.24149 0.06488
C -2.63148 0.22493 0.18955
O -0.51756 -0.31428 -1.30876
H -0.41181 -1.52166 0.16679
H 1.80073 -0.58276 -0.20592
H 1.70180 0.93109 0.44601
H 3.07198 0.50558 -0.77095
H -3.61475 0.20704 0.64797
H 3.14412 -0.03529 0.85880
H -2.72364 0.64069 -0.82794

Properties
* LUMO energy: -0.01636 Eh
* HOMO level: -0.380 Ha

These are the natural (NBO) partial charges, in e, on atoms 1 to 5:
1 C 0.484
2 N -0.428
3 C -0.852
4 C 0.007
5 O -0.562

***

C9H12BrN2 | ωB97M-V/def2-TZVPD

Positions of all 24 atoms, in Å:
C -0.83379 -0.17957 -2.01610
C -0.88592 0.54762 -0.56732
C -1.14648 2.04139 -0.48145
C -1.90459 -0.33318 0.18977
N -1.09500 -1.02430 1.14901
Br -1.91838 -2.03418 2.48051
C 0.18597 -0.87250 1.04684
C 1.27933 -1.31399 1.82980
C 2.53831 -0.78592 1.50515
N 2.76477 -0.13128 0.33112
C 1.71337 0.27273 -0.47382
C 0.43665 0.06552 -0.05859
H -1.90121 -0.13414 -2.47470
H -0.51330 -1.20769 -2.04737
H -0.32596 0.32296 -2.84390
H -1.90736 2.23463 -1.11595
H -0.12163 2.52162 -0.64776
H -1.35072 2.20957 0.52577
H -2.56366 0.29813 0.64790
H -2.53567 -1.00414 -0.35828
H 1.09090 -1.87522 2.65265
H 3.50718 -0.80583 2.00743
H 3.66533 0.28403 0.13603
H 1.82186 0.90374 -1.41672

Properties
* LUMO energy: -0.12762 Eh
* SMILES: CC1(C)C[N+](Br)=C2C=CNC=C21
* HOMO level: -0.463 Ha
* net charge: +1

These are the natural (NBO) partial charges, in e, on atoms 1 to 5:
1 C -0.626
2 C -0.048
3 C -0.583
4 C -0.216
5 N -0.394

***

C4H12NO | ωB97M-V/def2-TZVPD

Positions of all 18 atoms, in Å:
O 0.72362 0.12360 -1.61250
C 2.05843 0.07679 -1.13844
C 2.02833 -0.70218 0.24008
N 0.84588 -0.32003 0.91757
C -2.03008 0.85400 0.74020
C -2.16075 -0.32716 -0.19517
H 0.15812 0.09675 -0.80313
H 2.77308 -0.20885 -1.90012
H 2.26950 1.12742 -0.80537
H 1.93634 -1.80154 0.08245
H 2.88342 -0.46329 0.87791
H -1.11425 1.45425 0.73757
H 1.13270 0.15673 1.78652
H -2.06218 0.58197 1.80166
H -2.82198 1.60316 0.69111
H -1.40782 -1.12252 -0.20563
H -2.98223 -1.02723 0.04896
H -2.23013 -0.10187 -1.26368

Properties
* LUMO energy: -0.35212 Eh
* HOMO level: -0.555 Ha
* net charge: +1

These are the natural (NBO) partial charges, in e, on atoms 1 to 5:
1 O -0.565
2 C -0.010
3 C -0.383
4 N -0.067
5 C -0.627

***

C9H8N2O2S | ωB97M-V/def2-TZVPD

Positions of all 22 atoms, in Å:
C 0.34217 -2.32825 1.71749
C 0.64637 -1.08388 0.99589
S 1.73782 0.00636 1.85013
C 1.45258 1.32844 0.89399
C 2.14127 2.60517 0.87220
O 3.12481 2.70811 1.57723
O 1.60926 3.50194 0.08064
C 0.36434 0.89153 -0.25621
N -0.06313 1.80651 -1.08505
C -1.11488 1.41355 -1.80329
C -1.61881 0.15167 -1.75324
C -1.20243 -0.81801 -0.79271
N -1.86502 -2.04757 -0.79698
C -0.11753 -0.41961 0.01332
H 1.13596 -2.36680 2.62026
H -0.58739 -2.10825 2.13505
H 0.52097 -3.33135 1.22362
H 1.00084 3.04728 -0.70714
H -1.43934 2.22612 -2.36045
H -2.37668 -0.08722 -2.50107
H -2.34201 -2.36247 -1.70750
H -1.34916 -2.73326 -0.21618

Properties
* LUMO energy (spin up / spin down): -0.02918 / -0.02919 Eh
* SMILES: Cc1sc(C(=O)O)c2nccc(N)c12
* HOMO level (spin up / spin down): -0.283 / -0.283 Ha

These are the natural (NBO) partial charges, in e, on atoms 1 to 5:
1 C -0.671
2 C -0.177
3 S 0.662
4 C -0.438
5 C 0.746

***

C16H21NO3 | ωB97M-V/def2-TZVPD

Positions of all 41 atoms, in Å:
C 5.06068 -4.44637 -0.37195
C 4.68110 -3.40739 0.67591
C 3.19774 -3.05681 0.60351
C 2.81926 -2.01207 1.64982
O 1.41652 -1.74897 1.64670
C 0.97316 -0.87952 0.73623
O 1.70050 -0.31680 -0.05883
C -0.48822 -0.65675 0.72853
N -0.82507 0.33127 -0.22131
C -1.60652 1.42392 0.03841
O -2.19286 1.59800 1.08865
C -1.69443 2.38707 -1.09568
C -1.98153 3.71630 -0.79848
C -2.07986 4.65383 -1.80903
C -1.90549 4.26886 -3.12827
C -1.63933 2.94378 -3.43301
C -1.53141 2.00387 -2.42394
C -1.42273 -1.33837 1.42530
C -1.08232 -2.32274 2.49686
C -2.87368 -1.13722 1.14612
H 4.49361 -5.36285 -0.22446
H 6.11968 -4.68377 -0.30746
H 4.85273 -4.07200 -1.37154
H 4.91423 -3.79143 1.67169
H 5.27194 -2.50234 0.52162
H 2.96164 -2.66147 -0.38633
H 2.59537 -3.95395 0.76468
H 3.03911 -2.37120 2.65771
H 3.36031 -1.07893 1.46109
H -0.09915 0.44792 -0.92128
H -2.12230 3.99304 0.23555
H -2.29510 5.68471 -1.56986
H -1.98338 4.99901 -3.92036
H -1.51687 2.64128 -4.46277
H -1.34484 0.96987 -2.67571
H -0.60076 -3.20247 2.07150
H -1.98158 -2.63598 3.02039
H -0.38754 -1.89223 3.21341
H -3.23939 -0.26965 1.69842
H -3.44844 -2.01113 1.44212
H -3.04137 -0.93149 0.09014

Properties
* LUMO energy: 0.02731 Eh
* SMILES: CCCCOC(=O)C(NC(=O)c1ccccc1)=C(C)C
* HOMO level: -0.321 Ha

These are the natural (NBO) partial charges, in e, on atoms 1 to 5:
1 C -0.597
2 C -0.392
3 C -0.422
4 C -0.068
5 O -0.501

***

Question: What is the formula in the seventh record?
Answer: C9H8N2O2S